A cluster of 2 separate species, C3H2BrClF2 in total. Source: OMol25; level of theory: the ωB97M-V functional and the def2-TZVPD basis.

Structure (ORCA input):
```
! wB97M-V def2-TZVPD RIJCOSX def2/J DEFGRID3
* xyz 0 1
C 0.70957 -0.15977 0.70603
C 0.00457 0.73660 -0.27645
C -0.54599 -0.49697 0.08856
F -0.53813 1.87294 0.24200
F 0.45004 0.99858 -1.55489
Cl -0.40619 -1.74241 -2.04792
Br -2.20459 -0.83146 0.75077
H 1.66184 -0.44913 0.39336
H 0.86889 0.07162 1.69854
*
```

Values from the calculation:
Lowest unoccupied orbital energy (spin up / spin down), eV: -2.213 / -2.213

***

A cluster of 2 separate species, C3H2BrClF2 in total. Source: OMol25; level of theory: the ωB97M-V functional and the def2-TZVPD basis.

Structure (ORCA input):
```
! wB97M-V def2-TZVPD RIJCOSX def2/J DEFGRID3
* xyz 0 1
C -0.62362 1.98341 -0.57481
C -1.59854 1.38560 -0.12441
C 1.16045 0.92883 2.62830
F 0.92332 1.12839 3.92423
F 0.00166 0.52728 2.13383
Cl 1.78847 2.48732 1.87079
Br -3.19927 0.93776 0.50307
H 1.88186 0.08945 2.45972
H 0.04196 2.23959 -1.37436
*
```

Values from the calculation:
Lowest unoccupied orbital energy, eV: 0.696
SMILES: FC(F)Cl.C#CBr

***

A structure of composition C3H2CaO4. Source: OMol25; level of theory: the ωB97M-V functional and the def2-TZVPD basis.

Structure (ORCA input):
```
! wB97M-V def2-TZVPD RIJCOSX def2/J DEFGRID3
* xyz 0 1
H -0.48132 -1.92892 0.18135
C -1.58511 -0.08455 0.06713
C -0.52575 -0.89173 -0.16411
O 0.61336 -0.24321 -0.67411
C 1.71078 0.05439 0.18874
O 2.27847 -0.82876 0.78386
O 1.91082 1.31069 0.15205
Ca 0.18611 1.93678 -0.72806
O -1.56338 1.21879 -0.14854
H -2.54397 -0.54348 0.34170
*
```

Values from the calculation:
Lowest unoccupied orbital energy, eV: -1.138

***

The molecule C3H2Cl2. Source: OMol25; level of theory: the ωB97M-V functional and the def2-TZVPD basis.

Structure (ORCA input):
```
! wB97M-V def2-TZVPD RIJCOSX def2/J DEFGRID3
* xyz 0 1
C 0.51439 0.21959 -0.55912
C 1.13318 1.00051 0.29441
C 0.33524 -0.12688 0.89551
Cl 2.13369 2.26049 0.60641
Cl 1.27410 -1.54681 1.52335
H 0.56226 -0.27193 -1.50970
H -0.56495 -0.20591 1.59763
*
```

Values from the calculation:
Lowest unoccupied orbital energy, eV: 0.797
SMILES: ClC1=C[C@H]1Cl

***

The molecule C3H2Cl2F4. Source: OMol25; level of theory: the ωB97M-V functional and the def2-TZVPD basis.

Structure (ORCA input):
```
! wB97M-V def2-TZVPD RIJCOSX def2/J DEFGRID3
* xyz 0 1
F 2.13935 0.03932 -0.86427
F 0.56234 0.77194 -2.21391
F -0.54248 -1.74123 0.76710
F 0.13114 1.74411 0.45581
Cl -1.67095 -0.05704 2.35213
Cl -1.97877 0.59389 -0.80411
C 0.71721 0.00745 -1.06860
C -0.27246 -0.42575 1.12397
C -0.29260 0.52862 -0.08954
H 0.46389 -1.09084 -1.23222
H 0.74334 -0.37047 1.57364
*
```

Values from the calculation:
Lowest unoccupied orbital energy, eV: 0.005
SMILES: FC(F)[C@@](F)(Cl)[C@H](F)Cl

***

A cluster of 2 separate species, C3H2Cl2FO3 in total. Source: OMol25; level of theory: the ωB97M-V functional and the def2-TZVPD basis.

Structure (ORCA input):
```
! wB97M-V def2-TZVPD RIJCOSX def2/J DEFGRID3
* xyz -1 1
C -0.64758 0.09393 0.23368
C 1.72559 1.15231 -0.11211
C -2.00239 0.26568 0.07032
O -0.15876 -0.90821 0.82423
O 0.40807 1.08798 -0.31159
O 2.39619 2.11514 -0.38939
F -2.57725 1.26062 -0.69482
Cl -3.11514 -0.91760 0.60754
Cl 1.29255 -2.59485 -0.76419
H 1.99697 0.15177 0.46997
H 0.68176 -1.70675 0.06636
*
```

Values from the calculation:
Lowest unoccupied orbital energy, eV: 3.395

***

The molecule C3H2Cl2N2. Source: OMol25; level of theory: the ωB97M-V functional and the def2-TZVPD basis.

Structure (ORCA input):
```
! wB97M-V def2-TZVPD RIJCOSX def2/J DEFGRID3
* xyz 0 1
C -0.89161 1.33060 -0.02653
C -0.84694 0.23482 -0.88641
C 0.16097 0.83261 1.02337
N 0.31115 -0.50942 -0.68535
N 0.94066 -0.15518 0.49268
Cl -2.04025 -0.47230 -1.84721
Cl 1.21554 -1.60194 1.27059
H 0.33239 1.67132 1.71894
H 0.81809 -1.33051 -1.06009
*
```

Values from the calculation:
Lowest unoccupied orbital energy (spin up / spin down), eV: -0.793 / -0.792
SMILES: ClC1=C=CN(Cl)N1

***

A cluster of 2 separate species, C3H2ClF in total. Source: OMol25; level of theory: the ωB97M-V functional and the def2-TZVPD basis.

Structure (ORCA input):
```
! wB97M-V def2-TZVPD RIJCOSX def2/J DEFGRID3
* xyz 0 1
C 0.97166 0.66240 -0.84182
C 1.19537 1.92009 -1.10225
C 0.67011 -0.56582 -0.26702
F 2.50939 -0.74681 -2.21407
Cl 0.28709 3.29470 -1.07217
H 0.61351 -1.57327 -0.75991
H 0.90812 -0.67598 0.79547
*
```

Values from the calculation:
Lowest unoccupied orbital energy (spin up / spin down), eV: -3.575 / -3.808

***

A cluster of 2 separate species, C3H2ClF in total. Source: OMol25; level of theory: the ωB97M-V functional and the def2-TZVPD basis.

Structure (ORCA input):
```
! wB97M-V def2-TZVPD RIJCOSX def2/J DEFGRID3
* xyz 0 1
C -0.61433 -1.49069 0.84171
C 0.57170 -1.81707 0.50564
C -0.05124 -0.37443 0.10549
F -2.26472 -2.45854 1.72240
Cl 1.92600 -2.73652 0.38824
H -0.31859 -0.20332 -0.92781
H 0.27919 0.50704 0.64147
*
```

Values from the calculation:
Lowest unoccupied orbital energy (spin up / spin down), eV: -1.908 / -1.911

***

A cluster of 2 separate species, C3H2ClF2N in total. Source: OMol25; level of theory: the ωB97M-V functional and the def2-TZVPD basis.

Structure (ORCA input):
```
! wB97M-V def2-TZVPD RIJCOSX def2/J DEFGRID3
* xyz 0 3
C -0.70467 -1.79333 -1.50445
C 0.38246 0.08414 -0.19007
C 0.45602 -1.14834 -1.09639
N -1.77604 -2.15064 -1.78310
F 1.56534 0.78319 -0.27506
F 1.59424 -1.86905 -1.04782
Cl 0.72545 -0.01142 -3.40779
H 0.19901 0.10761 0.88834
H -0.37765 0.58625 -0.68366
*
```

Values from the calculation:
<S²>: 2.02
Lowest unoccupied orbital energy (spin up / spin down), eV: 0.655 / -4.545

***

A cluster of 2 separate species, C3H2ClF3 in total. Source: OMol25; level of theory: the ωB97M-V functional and the def2-TZVPD basis.

Structure (ORCA input):
```
! wB97M-V def2-TZVPD RIJCOSX def2/J DEFGRID3
* xyz 0 1
C 0.25566 0.70027 0.09927
C 1.35916 -1.03634 0.10473
C -1.07449 0.68396 -0.21801
F 0.84629 -1.72356 1.12108
F 1.00055 -1.71782 -0.97547
F -1.47345 0.82305 -1.47907
Cl -2.33867 0.29515 0.84255
H 0.51209 0.82374 1.13543
H 0.91286 1.15154 -0.63051
*
```

Values from the calculation:
Lowest unoccupied orbital energy, eV: -0.615

***

A structure of composition C3H2ClF6MgNO8S2. Source: OMol25; level of theory: the ωB97M-V functional and the def2-TZVPD basis.

Structure (ORCA input):
```
! wB97M-V def2-TZVPD RIJCOSX def2/J DEFGRID3
* xyz -2 1
Mg -0.05590 0.06550 0.64984
O 1.22234 0.53263 2.55706
Cl 1.89545 -0.77392 2.47711
O 2.35086 -1.18639 3.77110
O 2.98583 -0.71368 1.55048
O 0.85225 -1.66699 1.97381
F -4.80528 -0.68869 0.22081
C -4.12904 0.38764 -0.27621
F -4.89286 0.84336 -1.30710
F -4.24537 1.33816 0.69008
S -2.30569 -0.11498 -0.81698
O -2.03021 -0.38172 0.68101
O -2.97796 -1.04872 -1.74709
N -2.16802 1.59026 -1.21611
S -1.24426 2.58403 -0.55742
O -0.98384 3.77129 -1.33669
O -0.03125 2.04568 0.11930
C -2.02312 3.35379 0.94772
F -2.20768 2.47248 1.93479
F -3.19475 3.94444 0.67597
F -1.21158 4.32005 1.43872
C -0.56876 -0.48215 -1.31986
H -0.35844 0.10530 -2.21552
H -0.58701 -1.53756 -1.60241
*
```

Values from the calculation:
Lowest unoccupied orbital energy, eV: 5.137

***

For reference, max |F| by record: 4.45, 3.12, 2.79, 3.04, 3.85, 3.48, 6.72, 5.86, 4.09, 3.06, 2.41, 0.53 eV Å⁻¹.
For reference, energy above the lowest of the compared OMol25 structures with the same formula, charge and spin by record: 278.3, 190.9, 0.0, 56.5, 68.6, 67.3, 610.8, 535.7, 427.7, 0.0, 260.1, 0.0 kJ/mol.